No. 1
The following is a quantum chemistry calculation of a 12-piece molecular cluster, C44H92O12 overall in a non-equilibrium geometry, from the OMol25 dataset.

Computed properties:
- charge = 0
- SMILES = C1CCOC1.C1CCOC1.C1CCOC1.C1CCOC1.C1CCOC1.C1CCOC1.C1CCOC1.C1CCOC1.C1CCOC1.C1CCOC1.CCO.CCO

CARTESIAN COORDINATES (ANGSTROEM)
O -2.65205 4.36835 -2.88261
H 4.69725 -2.05286 1.98897
C -3.72746 -3.79172 2.46016
C -1.78530 2.10727 3.59665
H -2.08737 6.73480 -0.84085
C -2.68542 1.81935 4.75456
H 4.60658 4.66959 -0.38792
H 0.87069 -2.50568 4.42926
H -0.67754 3.87106 -2.15272
H 1.17722 -1.65298 5.95727
C 4.36130 -3.00426 1.56073
C 2.55617 5.11495 -0.90350
H -4.26706 1.33253 1.24435
H -3.05598 -3.67600 -4.51139
H -2.24046 -1.41156 4.26977
H 1.15709 6.62517 1.42933
C 0.20426 0.56771 -1.51338
H 3.41554 3.95289 0.71229
H -4.22277 1.15719 -1.26471
H -1.62009 2.55562 -2.66221
C 3.62559 3.06588 -1.37438
H 3.28487 -2.25141 -2.41730
H -0.38148 3.63594 4.09330
C 3.62468 4.19593 -0.32695
H -0.93927 -1.50296 -5.10005
H 0.28911 2.09157 3.61549
H 4.86306 -1.87528 4.84640
H -4.13335 -1.80993 -0.84583
H -1.34680 -5.38137 -1.45931
H -0.94193 1.41988 0.09407
H 6.50269 -3.41489 1.44907
H -2.79586 0.26745 -0.69369
H 3.66975 -3.39202 2.30984
H -0.57627 6.10392 -1.58897
H -1.82971 6.42530 2.02436
C 3.87945 -3.48943 -4.10756
H 3.62721 -1.34757 -3.86750
H -1.61495 -3.65527 -1.00510
C -1.44391 -2.20928 -4.44032
H -1.77950 -3.14973 4.29820
H 3.09277 -5.22289 -4.45704
H 1.49530 0.12866 4.38859
O -0.50179 2.04137 5.61503
C -2.73506 5.13057 -4.07032
C 0.15329 7.05049 1.34818
H -2.06971 -1.69432 -3.70651
O 3.17833 -4.66768 -3.67833
H -1.65392 -5.13763 -5.97953
H 1.59853 4.95893 -0.40145
C 1.62035 -1.97064 5.01184
H 3.32936 -3.44715 4.61303
H 1.03040 0.74819 -2.20404
C -2.05599 4.27831 -5.11044
H 2.08784 1.01099 0.41882
H -0.11160 4.63774 -4.29128
C 3.83597 -2.86290 0.15601
C -2.33491 -3.19108 -5.17264
C 1.07087 0.71649 0.69797
C 2.15132 -0.73592 4.30568
H -0.62247 5.28904 2.41572
H -2.95819 -2.73961 -5.94672
H -6.55081 0.82620 0.53810
H -4.24003 -3.25516 4.57251
C 0.29370 -4.49297 -0.29713
H -2.14761 2.86023 2.89570
C -1.27071 -4.16387 -5.66943
H -1.66833 1.16903 3.04320
H 4.29676 -1.55670 6.50051
H -3.76552 5.20301 -4.43173
H -0.32220 2.95855 -4.74387
H 5.65781 -4.55432 2.28832
O 3.31693 3.67484 -2.61173
C 3.18742 -2.27977 -3.50236
H 2.12398 -2.33539 -3.73585
C 3.98502 -1.64607 5.45663
C -2.40866 -2.39551 3.82180
H -2.01244 4.65925 0.27836
H -2.21570 -1.41603 1.84800
C 2.90849 -2.74617 5.33949
O -0.48987 -3.02966 -3.77128
H 2.76704 -2.65391 0.08368
C -0.33202 -4.28874 -4.42940
H -3.81350 -0.32144 1.33939
H -3.68300 -4.81391 2.83908
H -0.69310 0.47402 -2.13398
C -1.40975 3.59581 -2.91911
H 4.31786 -2.05088 -0.40684
H -1.79891 4.79894 -6.03663
H 2.74051 6.15284 -0.60904
H -1.42525 0.29079 5.72274
H -3.16445 2.74574 5.08011
H 0.54828 -5.45008 0.16558
O 3.38073 -0.46340 4.99020
H -2.65063 3.42702 -5.44810
H 4.60636 2.58782 -1.36455
C -4.40010 0.37558 0.73515
C -1.16315 -4.60850 -0.71382
C 0.33122 -0.84038 -0.94473
H 0.05868 7.77762 2.15416
H 2.41617 -0.94952 3.26397
O -0.27178 7.41393 0.01459
H 2.92039 2.26729 -1.11689
H 1.49850 4.77380 -2.72858
H -0.70848 -5.12040 -3.83521
H 0.89429 0.87229 1.75968
H -0.34426 4.51234 0.11519
H -3.42840 1.05549 4.52121
C -1.92238 -2.30649 2.41901
H -0.84575 -2.42910 2.27623
C -1.06215 6.40680 -0.66086
O 4.02092 -4.16143 -0.37060
C 0.08221 1.38494 -0.27654
C -3.86855 -2.80437 3.65491
C -4.60150 -0.89472 -1.23851
H 0.32480 -3.94704 -2.16929
O 0.98902 -4.16395 -1.50514
C 2.54249 4.84697 -2.40353
C 5.55449 -3.95777 1.37476
O -2.52684 -3.43099 1.76308
H 3.77460 -3.42815 -5.19544
C -0.45949 2.56167 4.25603
C -5.87206 -0.02467 0.56557
H 0.48129 -3.70358 0.43652
C -0.91241 5.99242 1.61995
C -1.10676 5.27003 0.32152
H -4.62693 -1.02763 -2.31723
H -4.41747 -1.88743 3.43734
H 0.66485 -4.45028 -4.83019
H -2.29999 6.12620 -3.95223
H -2.19398 1.41840 6.80893
H 6.06876 -4.37323 -0.66389
C 5.27365 -4.66638 0.02978
H 0.45301 2.37227 -0.57282
O 1.02469 -0.69163 0.31272
C -3.88804 0.31084 -0.65634
H -0.66680 -3.74256 -6.47440
H 0.79432 -1.52362 -1.65265
H -1.81778 -4.85070 0.12882
H 2.98149 5.65830 -2.98767
H -4.59832 -3.73023 1.80474
H 4.93586 -3.55010 -3.83796
C -1.71875 1.34886 5.82744
H 5.21794 -5.74545 0.14740
C -0.83937 3.82398 -4.32973
H -6.19342 -0.65039 1.40103
O -5.92603 -0.72846 -0.69745
H 2.78823 -3.36782 6.22796
H -0.68803 -1.15225 -0.67880


No. 2
The following is a quantum chemistry calculation of a 2-piece molecular cluster, C24H17N2O4S2 overall in a non-equilibrium geometry, from the OMol25 dataset.

Computed properties:
- charge = -1

CARTESIAN COORDINATES (ANGSTROEM)
H -2.95968 2.95218 6.36306
C -4.19372 -0.60078 5.48971
O -6.73626 0.14844 5.51607
H -8.25119 -4.20303 8.06916
H -0.64611 3.65898 7.07061
C -1.23477 0.15306 5.49576
C -3.65375 0.61869 5.26945
C -7.29693 -3.78474 7.74632
C 3.39832 0.15873 1.98091
H 0.89016 -0.10303 5.54635
C -2.99773 0.76377 2.29563
H -4.30349 1.38612 4.85226
C -0.21696 0.96209 2.33008
H 2.06692 -2.17917 2.07275
H -3.92117 -4.09913 8.26117
H -0.40145 -2.47018 2.27046
C -7.28086 -2.77476 6.78291
H -0.83495 1.86031 2.39844
C 0.03332 -1.46654 2.26400
C 0.06098 0.57190 5.77703
O -5.99194 -1.54500 3.81344
C 1.40739 -1.30982 2.16476
C -6.09634 -4.27909 8.27966
H 1.28738 2.14367 6.58623
C -2.25383 -0.42228 2.38879
H -2.37154 -2.57936 2.25951
C 1.15925 1.09866 2.25311
C 0.27037 1.82822 6.34659
H -1.42032 -0.82331 5.04780
O -2.66847 -1.43464 7.54522
N -3.63512 1.75491 2.24547
C 1.97927 -0.02940 2.15037
S -5.90231 -0.96134 5.13473
S -3.36399 -1.91440 6.37884
C -0.83087 -0.32172 2.32242
H -6.10857 -5.09296 9.00589
C -6.05358 -2.27668 6.34947
H -3.71614 -1.67059 1.49875
C -4.87168 -2.74385 6.90240
C -2.32544 1.01850 5.67616
O -2.70355 -2.76325 5.40318
H 1.61788 2.08978 2.24183
C -2.09809 2.29575 6.22779
N 4.54119 0.34894 1.80510
H -3.62552 -1.77059 3.23710
H -8.19243 -2.35368 6.36176
C -3.00108 -1.69356 2.33604
C -0.81168 2.68366 6.59962
C -4.87378 -3.74785 7.86627


No. 3
The following is a quantum chemistry calculation of an isolated ion of composition C5H11N3 and charge +2 in a non-equilibrium geometry, from the OMol25 dataset.

Computed properties:
- charge = +2
- SMILES = CCC1=[NH+]CN=[N+]1C

CARTESIAN COORDINATES (ANGSTROEM)
C 1.42655 0.81191 0.43354
H -0.88892 2.38877 0.18703
C 1.84503 -0.02498 -0.83680
C -0.23158 -2.03396 0.34165
H -1.10729 -2.78175 0.33542
H 2.92148 0.23053 -0.95511
H 1.75661 -1.00388 -0.61156
H 2.21511 0.50693 1.27790
H 1.54573 1.94465 0.32958
N -0.94918 1.43005 0.35862
H 0.38272 -2.00374 1.22975
H -2.68290 1.26189 -1.06055
N -1.92287 -0.52258 -0.01303
C -2.19724 0.85899 -0.09368
H 0.35643 -2.40772 -0.49878
N -0.74550 -0.72863 0.32443
H -3.07874 1.28078 0.50841
H 1.35824 0.25722 -1.77137
C -0.00368 0.53550 0.51456


It is found that the ΔE to the lowest compared entry with this formula, charge and spin values, taken in the order of the records, are 0.0, 0.0, 568.2 kJ/mol.
It is found that the orbital gap values, taken in the order of the records, are 0.35465, 0.17774, 0.35746 Ha.